# 1
{
  "formula": "C15H21AuBCl2NO4S",
  "method": "the ωB97M-V functional and the def2-TZVPD basis",
  "e_tot_ha": -2419.050525,
  "lumo_ev": -2.580,
  "elements": ["Au", "N", "C", "C", "C", "O", "O", "H", "H", "H", "H", "H", "H", "Cl", "C", "C", "C", "C", "C", "Cl", "C", "S", "H", "H", "H", "C", "C", "C", "O", "B", "O", "C", "C", "C", "H", "H", "H", "H", "H", "H", "H", "H", "H", "H", "H", "H"],
  "xyz": [[-0.210, 0.058, -0.123], [0.864, 2.247, 0.053], [0.036, 3.394, -0.300], [-1.228, 3.451, 0.534], [-2.398, 2.548, -0.094], [-3.509, 2.935, 0.217], [-2.007, 1.617, -0.803], [1.208, 2.336, 1.002], [1.664, 2.181, -0.563], [-0.233, 3.288, -1.352], [0.590, 4.336, -0.170], [-1.625, 4.464, 0.600], [-1.074, 3.052, 1.536], [3.009, -0.002, 0.121], [3.620, -1.610, 0.074], [4.990, -1.791, 0.032], [5.508, -3.075, -0.015], [4.660, -4.170, -0.031], [3.293, -3.981, 0.024], [2.253, -5.342, 0.016], [2.725, -2.691, 0.091], [1.007, -2.525, 0.224], [5.635, -0.928, 0.040], [6.575, -3.222, -0.040], [5.064, -5.168, -0.080], [-3.187, -3.506, 1.714], [-3.611, -2.362, 0.784], [-5.042, -1.969, 1.126], [-2.707, -1.265, 1.027], [-1.816, -1.215, 0.007], [-2.078, -2.103, -0.982], [-3.382, -2.661, -0.740], [-3.387, -4.141, -1.100], [-4.339, -1.899, -1.663], [-3.206, -3.143, 2.739], [-2.177, -3.842, 1.497], [-3.878, -4.341, 1.627], [-5.130, -1.804, 2.196], [-5.708, -2.781, 0.839], [-5.337, -1.060, 0.615], [-2.611, -4.681, -0.567], [-3.204, -4.250, -2.166], [-4.359, -4.568, -0.866], [-4.347, -0.841, -1.409], [-5.348, -2.301, -1.614], [-3.970, -1.995, -2.681]],
  "forces_ev_per_a": [[-0.310, -0.045, 0.157], [0.191, -1.119, -0.045], [-0.294, 0.795, 0.024], [-0.877, -0.834, -0.805], [1.071, 3.845, 3.194], [-0.780, -0.750, -0.591], [1.101, -3.985, -1.776], [0.078, 0.000, 0.031], [0.165, 0.115, 0.022], [0.061, 0.080, 0.051], [0.077, -0.256, -0.123], [0.126, -0.093, 0.107], [0.163, 0.176, 0.207], [0.183, 0.383, 0.059], [0.019, -0.687, 0.034], [0.004, -0.150, -0.037], [-0.079, 0.128, -0.003], [0.060, 0.208, 0.039], [-0.069, 0.711, -0.012], [-0.272, -0.439, 0.014], [0.665, 0.760, -0.088], [-1.964, 1.136, -0.128], [0.087, 0.080, -0.013], [0.134, -0.018, -0.024], [-0.052, -0.145, 0.007], [0.070, 0.338, -0.250], [-0.358, -0.753, 0.067], [0.432, 0.191, -0.089], [0.651, 1.036, 0.300], [-0.598, -0.964, -0.206], [0.916, 0.271, -0.267], [-0.778, -0.116, -0.113], [0.255, 0.381, 0.090], [0.318, -0.080, 0.236], [-0.035, 0.041, 0.058], [0.110, -0.083, -0.049], [0.008, -0.100, -0.009], [-0.016, -0.011, 0.086], [-0.106, -0.040, -0.006], [-0.076, 0.091, -0.059], [0.021, -0.079, 0.057], [-0.029, -0.017, -0.113], [-0.083, -0.092, 0.021], [-0.080, 0.119, 0.002], [-0.100, 0.005, 0.028], [-0.004, -0.035, -0.086]]
}


# 2
{
  "formula": "C15H21B2Cl4F8KMgN3NaO5S",
  "method": "the ωB97M-V functional and the def2-TZVPD basis",
  "e_tot_ha": -5173.967227,
  "lumo_ev": -6.656,
  "elements": ["C", "C", "Cl", "C", "Cl", "N", "C", "N", "C", "B", "O", "N", "C", "C", "C", "F", "H", "H", "H", "H", "H", "H", "H", "H", "H", "H", "H", "H", "H", "H", "Cl", "O", "H", "K", "Cl", "C", "C", "C", "C", "C", "C", "H", "H", "H", "H", "H", "H", "Na", "Mg", "C", "F", "F", "F", "S", "O", "O", "O", "B", "F", "F", "F", "F"],
  "xyz": [[-0.335, -1.083, 2.440], [-0.889, -0.379, 1.045], [-2.757, -0.352, 0.970], [-0.341, 1.193, 0.888], [-0.973, 2.242, 2.282], [1.169, 1.110, 0.884], [2.220, 1.479, 1.908], [3.550, 1.123, 1.275], [3.419, 0.510, -0.135], [4.596, -0.043, -1.141], [6.006, 0.348, -0.790], [4.409, -0.937, -2.353], [4.000, -0.174, -3.593], [3.525, -2.133, -2.076], [1.798, 0.550, -0.374], [0.996, 0.138, -1.562], [0.383, -0.368, 3.033], [0.279, -2.079, 2.245], [-1.256, -1.389, 3.120], [-0.527, -1.057, 0.149], [-0.740, 1.547, -0.165], [1.948, 1.956, 2.942], [4.460, 1.302, 1.792], [5.988, 1.076, -0.088], [3.182, 0.647, -3.424], [4.985, 0.348, -4.018], [3.684, -0.947, -4.447], [3.786, -2.955, -2.899], [3.795, -2.628, -1.041], [2.377, -1.924, -2.187], [1.593, -2.471, -0.199], [4.195, 1.513, -5.685], [4.620, 2.340, -5.819], [-3.121, 1.766, 1.852], [-5.176, -0.845, 0.730], [-5.151, -3.624, 4.333], [-5.586, -3.604, 3.008], [-6.245, -4.711, 2.473], [-6.477, -5.835, 3.266], [-6.045, -5.853, 4.592], [-5.378, -4.751, 5.124], [-4.634, -2.763, 4.749], [-5.411, -2.725, 2.392], [-6.578, -4.697, 1.439], [-6.995, -6.695, 2.850], [-6.227, -6.729, 5.210], [-5.036, -4.768, 6.155], [1.231, 3.278, 3.209], [6.959, 2.133, 0.520], [-2.158, 7.764, -0.075], [-3.359, 8.351, -0.382], [-1.628, 7.353, -1.271], [-1.348, 8.781, 0.362], [-2.321, 6.376, 1.166], [-3.212, 5.390, 0.538], [-2.899, 6.991, 2.370], [-0.957, 5.871, 1.374], [2.922, -0.991, -7.792], [3.844, -0.001, -8.325], [2.501, -1.885, -8.858], [3.584, -1.758, -6.750], [1.759, -0.319, -7.235]],
  "forces_ev_per_a": [[-0.274, -0.441, 0.180], [1.581, -0.275, 1.021], [2.370, -4.950, -1.997], [-0.521, -2.928, -1.262], [7.193, 0.753, 0.129], [3.588, 0.177, -1.457], [0.802, -2.320, -5.035], [-4.846, -0.255, -0.982], [-5.445, 1.607, 2.393], [3.032, 0.053, 0.117], [-3.837, -0.731, -0.934], [-2.738, 2.116, 0.860], [-0.196, -1.137, -0.680], [1.573, -1.863, -0.834], [2.474, -0.189, 1.597], [3.110, 2.199, 4.961], [-1.394, -1.236, -0.965], [-1.333, 2.264, 0.043], [1.947, 0.855, -1.409], [-0.505, 1.812, 1.567], [1.000, -0.046, 2.308], [2.412, -4.179, -3.270], [-1.073, -0.340, -1.012], [-2.447, -2.842, -1.511], [1.641, -1.443, -0.293], [-1.427, -0.068, 0.075], [0.518, 1.747, 1.753], [-0.685, 1.566, 1.556], [-0.486, 1.230, -2.175], [1.841, -0.076, 0.262], [-0.607, 0.088, 0.705], [-0.631, -2.362, 0.960], [0.943, 1.705, -0.433], [-8.453, 3.206, 0.306], [-0.564, 0.570, 0.167], [-0.144, -0.318, -0.091], [0.045, -0.004, 0.043], [0.045, -0.077, 0.252], [0.095, 0.178, 0.043], [0.037, 0.105, -0.061], [-0.042, 0.019, -0.152], [-0.075, -0.081, -0.046], [-0.057, -0.157, 0.061], [0.054, 0.044, 0.149], [0.072, 0.111, 0.067], [0.032, 0.131, -0.090], [-0.057, -0.016, -0.104], [-1.718, 3.723, 0.719], [2.599, 2.727, 1.553], [0.024, 1.690, -1.491], [1.177, -1.001, 0.669], [-0.447, -0.034, 1.335], [-0.717, -1.289, -0.044], [-1.344, -0.938, 1.865], [0.939, 0.754, 0.031], [0.829, -0.222, -1.592], [-0.011, 0.182, -0.377], [-0.519, -0.156, -0.556], [-0.871, -0.894, 0.719], [0.629, 1.157, 1.414], [-0.525, 0.787, -0.612], [1.387, -0.688, -0.414]]
}


# 3
{
  "formula": "C15H21B2CrN7O34S",
  "method": "the ωB97M-V functional and the def2-TZVPD basis",
  "spin_multiplicity": 5,
  "e_tot_ha": -5017.909316,
  "total_charge": -2,
  "lumo_ev": [2.625, 2.624],
  "elements": ["Cr", "O", "C", "O", "B", "O", "C", "O", "O", "C", "O", "C", "O", "O", "O", "C", "O", "B", "O", "C", "O", "O", "C", "O", "C", "O", "O", "S", "O", "O", "O", "O", "C", "N", "O", "O", "H", "H", "H", "C", "N", "O", "O", "H", "H", "H", "C", "N", "O", "O", "H", "H", "H", "C", "N", "O", "O", "H", "H", "H", "C", "N", "O", "O", "H", "H", "H", "C", "N", "O", "O", "H", "H", "H", "C", "N", "O", "O", "H", "H", "H"],
  "xyz": [[0.512, -1.045, 0.708], [1.687, 5.607, -3.818], [1.104, 4.523, -3.832], [1.596, 3.274, -3.576], [0.543, 2.279, -3.597], [-0.615, 3.071, -4.060], [-0.394, 4.342, -4.211], [-1.107, 5.199, -4.674], [0.406, 1.633, -2.254], [0.853, 0.344, -2.374], [0.851, -0.503, -1.501], [1.384, 0.157, -3.830], [0.964, 1.269, -4.518], [1.939, -0.855, -4.262], [-0.686, 0.902, 0.767], [-1.184, 1.956, 0.524], [-1.984, 2.377, -0.493], [-2.465, 3.748, -0.258], [-1.929, 4.080, 1.107], [-1.038, 3.172, 1.545], [-0.384, 3.119, 2.589], [-3.902, 3.839, -0.208], [-4.339, 4.558, -1.282], [-5.498, 4.800, -1.589], [-3.132, 5.190, -1.912], [-2.072, 4.784, -1.316], [-3.356, 5.901, -2.906], [1.682, -3.444, 0.124], [0.332, -3.032, -0.201], [2.209, -2.233, 0.733], [1.731, -4.573, 1.029], [2.380, -3.971, -1.053], [-2.665, -3.475, 2.370], [-2.402, -2.167, 1.747], [-3.346, -1.601, 1.190], [-1.263, -1.777, 1.694], [-2.325, -4.214, 1.644], [-3.714, -3.617, 2.629], [-2.126, -3.402, 3.315], [-4.243, 0.160, -1.777], [-3.431, 0.327, -3.056], [-3.077, 1.408, -3.421], [-3.160, -0.651, -3.722], [-4.833, 1.031, -1.492], [-3.431, -0.029, -1.075], [-4.923, -0.655, -2.024], [-2.190, -1.082, 6.478], [-1.240, -0.503, 5.426], [-1.635, -0.262, 4.271], [-0.153, -0.115, 5.791], [-2.476, -0.279, 7.157], [-1.756, -1.970, 6.939], [-3.131, -1.360, 6.002], [2.613, -0.622, 4.459], [1.549, -1.432, 3.882], [0.901, -0.944, 2.954], [1.359, -2.536, 4.393], [2.349, 0.412, 4.679], [3.426, -0.564, 3.735], [2.880, -1.082, 5.410], [-0.646, -4.381, -3.543], [-0.347, -5.733, -2.967], [-0.741, -6.685, -3.530], [0.543, -5.746, -2.084], [0.234, -3.789, -3.794], [-1.048, -3.831, -2.692], [-1.453, -4.418, -4.275], [4.933, -1.145, -1.374], [6.178, -1.415, -0.607], [6.081, -1.506, 0.611], [7.093, -1.729, -1.337], [4.083, -1.565, -0.838], [5.007, -1.714, -2.301], [4.862, -0.068, -1.526], [3.158, 2.465, 1.780], [2.973, 1.438, 0.738], [3.793, 1.295, -0.138], [1.996, 0.719, 0.922], [2.226, 2.958, 2.055], [3.668, 3.298, 1.297], [3.762, 2.086, 2.605]],
  "forces_ev_per_a": [[1.755, -0.902, -1.118], [-0.725, -2.783, 0.108], [0.997, 1.234, 0.234], [0.734, 2.947, 0.351], [-0.189, 1.501, 0.081], [-1.535, -1.720, 0.247], [0.866, 1.102, -0.648], [0.511, -1.004, 0.527], [0.464, -2.276, -0.470], [-0.266, 1.281, 0.817], [-0.023, 1.107, -1.145], [-0.268, -1.234, -1.518], [0.971, -3.045, 0.285], [-1.350, 3.027, 0.990], [-0.257, -1.093, -0.759], [-0.805, 2.677, -0.240], [1.497, -1.401, 1.179], [0.234, 0.737, 0.582], [1.674, -0.175, 0.617], [-0.723, -0.530, 0.610], [-1.385, 0.697, -2.510], [-1.100, -0.063, -1.112], [-2.401, 0.402, 1.162], [2.157, -1.088, 0.907], [-2.691, 1.651, -4.064], [1.751, -1.009, 1.063], [1.821, -1.181, 2.654], [2.104, -7.034, -2.256], [-4.056, 1.570, -0.602], [1.332, 4.205, 1.617], [-0.794, 0.161, 2.211], [0.448, 2.398, -0.488], [0.052, 0.133, 0.964], [-1.735, 0.699, -1.875], [0.686, -0.368, 0.677], [-0.444, -0.300, 0.880], [0.338, -0.054, 0.400], [0.005, 0.386, -0.545], [0.460, -0.696, -0.293], [0.529, -0.238, -0.885], [-0.388, 0.434, -0.968], [-0.092, 1.658, 0.704], [-0.391, -1.475, 0.655], [0.555, 0.271, -0.396], [-0.589, -0.375, 0.422], [0.410, -0.242, 0.538], [-0.490, -0.068, -0.955], [-0.743, 1.666, -1.852], [-0.323, -1.282, 2.098], [0.200, -0.634, 0.974], [0.699, -0.068, 0.135], [0.277, 0.455, 0.068], [0.326, -0.068, -0.417], [1.079, 0.653, 0.703], [-1.279, -0.693, -0.272], [0.778, -0.521, 1.360], [-0.049, 1.413, -0.886], [-0.786, -0.206, -0.370], [0.062, -0.446, 0.064], [0.279, -0.128, -0.398], [-1.259, 0.873, 1.475], [4.946, 2.937, 1.570], [-1.992, -2.926, -1.378], [-2.510, -0.079, -1.331], [0.217, -0.734, -0.240], [-0.007, 0.119, 0.135], [0.511, -0.359, -0.213], [-0.731, -0.109, -0.177], [-2.120, -1.378, -0.471], [1.172, 0.499, -0.755], [1.521, 0.242, 1.071], [0.027, 0.372, 0.299], [0.188, 0.412, 0.038], [-0.090, -0.332, -0.085], [0.468, 2.045, -0.599], [-0.571, -1.199, 0.548], [-0.425, 0.523, 0.355], [0.549, 0.540, -0.229], [-0.349, -1.022, 0.333], [0.602, -0.301, -0.021], [-0.319, -0.188, -0.168]]
}